17
Properties=species:S:1:pos:R:3:nbo_charge:R:1 method="wB97M-V/def2-TZVPD" smiles="C=C1C[C@]2(F)C[C@H]1C2" multiplicity=1 e_above_lowest_kcal_mol=43.50 charge=0
C -1.33 -0.23 0.01 0.342
C -0.90 0.79 -1.10 -0.435
C 0.33 1.03 -0.09 -0.200
C -0.84 0.73 1.06 -0.439
C 1.05 -0.39 -0.12 0.034
C 2.37 -0.56 0.00 -0.434
C -0.21 -1.25 -0.09 -0.471
H -1.71 1.47 -1.01 0.212
H -0.88 0.50 -2.17 0.220
H 0.87 1.90 -0.06 0.216
H -1.39 1.70 1.25 0.219
H -0.55 0.51 2.08 0.221
H 3.19 0.14 0.26 0.214
H 2.88 -1.60 -0.04 0.196
H -0.23 -1.92 -0.95 0.235
H -0.13 -1.83 0.92 0.223
F -2.53 -0.99 0.04 -0.353

---

28
Properties=species:S:1:pos:R:3:nbo_charge:R:1 method="wB97M-V/def2-TZVPD" multiplicity=1 e_above_lowest_kcal_mol=0.00 charge=-1
C 2.28 1.95 0.63 -0.740
C 3.35 0.79 0.86 0.810
O 4.19 0.93 1.79 -0.544
O 3.39 -0.36 -0.02 -0.574
C 2.61 -1.41 0.61 0.787
O 2.71 -1.65 1.84 -0.601
C 1.52 -2.29 -0.20 -0.986
Nb -0.24 -0.90 -0.64 1.887
O -0.43 -1.84 -2.53 -0.999
C -1.86 0.61 -1.22 0.237
F -1.27 1.92 -1.36 -0.363
F -2.30 0.25 -2.56 -0.362
C -3.19 0.61 -0.32 0.564
F -3.87 1.86 -0.62 -0.345
F -4.12 -0.42 -0.69 -0.314
C -2.95 0.63 1.27 0.933
F -2.88 -0.67 1.85 -0.305
F -1.87 1.46 1.68 -0.303
F -4.12 1.23 1.85 -0.339
H 2.50 2.91 1.21 0.232
H 1.24 1.60 0.98 0.275
H 2.23 2.18 -0.49 0.246
H 1.14 -3.11 0.50 0.269
H 1.98 -2.67 -1.17 0.239
H 0.98 0.28 -1.35 -0.402
H 0.03 -0.16 0.99 -0.367
H -1.48 -2.04 0.08 -0.409
H 0.45 -1.72 -2.96 0.476

---

17
Properties=species:S:1:pos:R:3:nbo_charge:R:1 method="wB97M-V/def2-TZVPD" smiles="C=Cc1cc(C)c[nH]1" multiplicity=1 e_above_lowest_kcal_mol=35.55 charge=0
C 0.41 -0.09 -2.95 -0.634
C 0.27 0.13 -1.47 -0.093
C 1.25 0.68 -0.55 -0.069
N 0.79 0.54 0.74 -0.499
C -0.49 0.00 0.74 0.079
C -0.85 -0.22 -0.65 -0.273
C -0.64 -0.15 3.11 -0.409
C -1.25 -0.26 1.95 -0.218
H 0.86 -1.15 -3.01 0.215
H -0.42 0.01 -3.61 0.224
H 1.21 0.42 -3.44 0.220
H 2.26 1.04 -0.75 0.209
H 1.29 0.82 1.58 0.416
H -1.75 -0.77 -0.97 0.221
H -1.10 -0.46 4.13 0.203
H 0.41 0.15 3.34 0.181
H -2.25 -0.69 1.84 0.229

---

18
Properties=species:S:1:pos:R:3:nbo_charge:R:1 method="wB97M-V/def2-TZVPD" multiplicity=1 e_above_lowest_kcal_mol=123.21 charge=+1
C 1.19 -1.49 0.68 0.354
C 2.84 1.07 0.42 0.364
C -0.22 -1.14 0.66 -0.092
C 0.60 -0.44 -1.54 -0.211
C 0.45 0.76 -0.60 -0.094
C -1.98 0.72 0.45 -0.633
C -0.46 0.38 0.55 -0.244
N 1.76 1.01 0.02 -0.578
N 0.64 -1.50 -0.50 -0.234
H 2.12 -1.69 1.18 0.284
H -0.36 -0.54 -2.02 0.254
H 1.58 -0.60 -2.17 0.291
H 0.18 1.74 -0.89 0.289
H -2.09 1.76 0.18 0.238
H -2.58 0.52 1.30 0.251
H -2.58 0.21 -0.24 0.227
H -1.00 -1.73 1.04 0.257
H -0.09 0.96 1.47 0.276

---

19
Properties=species:S:1:pos:R:3:nbo_charge:R:1 method="wB97M-V/def2-TZVPD" smiles="CCC=[N+]=C=NC(C)=C=O" multiplicity=1 e_above_lowest_kcal_mol=104.92 charge=+1
C -0.47 0.26 0.80 0.686
C -2.63 1.49 1.45 0.757
C -1.94 0.92 2.48 -0.152
C -0.13 0.16 -1.41 0.304
C -2.32 0.69 3.87 -0.672
C 1.97 -1.16 -1.84 -0.599
C 0.84 -0.27 -2.43 -0.516
N -0.78 0.44 1.95 -0.255
N 0.20 0.06 -0.19 -0.415
O -3.13 1.75 0.43 -0.370
H -1.00 0.73 -1.66 0.211
H -3.22 0.00 4.10 0.257
H -2.59 1.60 4.52 0.262
H -1.48 0.18 4.44 0.268
H 2.56 -1.51 -2.61 0.238
H 1.69 -2.02 -1.28 0.220
H 2.41 -0.60 -1.04 0.219
H 0.34 -0.64 -3.37 0.266
H 1.51 0.51 -2.79 0.292

---

19
Properties=species:S:1:pos:R:3:nbo_charge:R:1 method="wB97M-V/def2-TZVPD" smiles=Cc1n2ccsc2c[n+]1C multiplicity=1 e_above_lowest_kcal_mol=34.46 charge=+1
C 0.43 0.53 1.54 -0.098
C -0.92 0.73 1.19 0.014
C 0.36 -0.32 -0.51 0.427
C -2.30 0.24 -0.57 -0.059
C -3.18 0.82 0.27 -0.417
C 0.69 -0.74 -1.93 -0.709
C 2.52 -0.39 0.88 -0.440
N -1.02 0.21 -0.10 -0.326
N 1.12 -0.10 0.55 -0.272
S -2.54 1.35 1.74 0.508
H 0.94 1.02 2.29 0.238
H -2.61 -0.08 -1.67 0.267
H -4.31 0.95 0.16 0.292
H -0.27 -1.18 -2.45 0.268
H 1.16 0.12 -2.54 0.273
H 1.31 -1.69 -2.03 0.274
H 2.80 -1.38 0.40 0.254
H 3.13 0.52 0.80 0.251
H 2.69 -0.61 1.98 0.254

---

19
Properties=species:S:1:pos:R:3:nbo_charge:R:1 method="wB97M-V/def2-TZVPD" smiles="C/C=N/N=C/CC#N.C#C" multiplicity=1 e_above_lowest_kcal_mol=143.76 charge=0
C -1.43 -0.52 1.14 0.302
C -5.52 -1.05 2.00 -0.272
C -0.12 -0.62 1.78 -0.551
C -4.98 -0.50 1.11 -0.184
C 1.01 -0.78 0.71 0.029
C 3.03 1.01 -1.33 0.061
C 3.10 1.42 -2.81 -0.639
N -2.42 -0.50 0.59 -0.333
N 1.38 0.23 0.06 -0.174
N 1.97 0.48 -0.99 -0.184
H -6.07 -1.63 2.65 0.220
H 0.03 -1.53 2.43 0.254
H 0.11 0.37 2.34 0.266
H -4.70 -0.17 0.18 0.229
H 1.17 -1.85 0.51 0.164
H 3.94 1.18 -0.77 0.167
H 3.48 0.54 -3.38 0.216
H 3.79 2.18 -2.99 0.208
H 2.22 1.75 -3.22 0.222

---

19
Properties=species:S:1:pos:R:3:nbo_charge:R:1 method="wB97M-V/def2-TZVPD" multiplicity=1 e_above_lowest_kcal_mol=51.99 charge=0
C 2.10 -0.66 -0.29 -0.104
C 2.71 1.44 0.19 0.177
C 1.00 0.18 -0.15 0.056
C -1.41 0.77 -0.23 -0.256
C -2.82 0.45 -0.34 0.091
C -0.44 -0.18 -0.04 0.048
C -0.74 -1.67 0.35 -0.647
N 1.43 1.45 0.18 -0.445
N -3.63 1.35 0.11 -0.598
N 3.17 0.19 -0.10 -0.527
H 2.36 -1.64 -0.31 0.214
H 3.40 2.19 0.57 0.197
H -1.24 1.77 -0.32 0.232
H -2.97 -0.62 -0.74 0.158
H -0.02 -2.17 1.02 0.222
H -0.88 -2.32 -0.47 0.216
H -1.62 -1.54 0.81 0.217
H -4.58 0.98 0.11 0.331
H 4.20 0.01 -0.33 0.418

---

19
Properties=species:S:1:pos:R:3:nbo_charge:R:1 method="wB97M-V/def2-TZVPD" multiplicity=1 e_above_lowest_kcal_mol=169.11 charge=0
C 3.27 1.85 -1.53 -0.326
C -0.46 -0.08 0.44 0.070
C -0.31 -1.35 -0.13 -0.154
C -1.43 -2.26 -0.32 -0.254
C -2.53 -1.83 0.20 -0.196
C -2.74 -0.59 0.98 -0.193
C -1.61 0.31 0.99 -0.202
H 3.41 3.24 -1.58 0.170
H 2.86 1.50 -2.22 0.133
H 4.38 1.55 -1.37 0.206
H 1.13 0.67 1.34 0.350
H 0.80 -1.83 -0.73 0.222
H -1.23 -3.23 -0.62 0.222
H -3.50 -2.45 0.15 0.203
H -3.77 -0.42 1.33 0.223
H -1.79 1.23 1.17 0.208
N 2.50 1.56 -0.29 -0.236
N 1.48 1.01 -0.49 -0.017
N 0.68 0.78 0.61 -0.429

---

23
Properties=species:S:1:pos:R:3:nbo_charge:R:1 method="wB97M-V/def2-TZVPD" multiplicity=1 e_above_lowest_kcal_mol=124.86 charge=0
N 2.17 -0.77 -1.07 -0.389
C 1.47 -1.77 -0.32 0.186
N 0.86 -1.33 0.75 -0.383
C 1.12 0.01 0.77 0.120
N 0.55 0.73 1.88 0.502
O 0.78 1.95 1.92 -0.387
O -0.12 0.11 2.72 -0.339
C 1.92 0.36 -0.34 -0.001
H 1.40 -2.83 -0.55 0.214
H 2.23 1.35 -0.50 0.251
C 4.96 -0.59 -5.31 -0.439
C 3.45 -0.85 -5.36 -0.508
S 2.40 -0.33 -3.92 0.144
C 2.87 -1.20 -2.28 -0.221
S 4.73 -0.81 -2.39 0.144
C 5.49 -1.27 -4.03 -0.509
H 5.48 -0.96 -6.21 0.228
H 5.15 0.49 -5.26 0.219
H 3.02 -0.45 -6.30 0.253
H 3.25 -1.93 -5.43 0.209
H 2.76 -2.33 -2.47 0.242
H 5.33 -2.35 -4.08 0.209
H 6.59 -1.18 -3.97 0.253

---

23
Properties=species:S:1:pos:R:3:nbo_charge:R:1 method="wB97M-V/def2-TZVPD" multiplicity=1 e_above_lowest_kcal_mol=165.21 charge=0
C -1.89 -1.80 0.92 -0.177
C -0.90 -2.68 0.66 -0.257
C -1.61 -0.42 0.82 -0.243
C 0.60 -0.92 0.01 -0.311
C 0.33 -2.26 0.16 0.200
C -0.37 -0.06 0.42 -0.222
C -0.67 1.96 -1.56 -0.812
N 2.04 1.83 0.47 -0.285
N 1.28 -3.20 -0.21 -0.804
N 2.11 3.05 0.19 0.518
O 3.24 3.54 0.12 -0.414
O 1.09 3.66 -0.21 -0.525
O -0.97 2.40 1.06 -0.886
S -0.07 1.74 0.11 1.685
H -2.87 -2.04 1.48 0.233
H -1.14 -3.76 0.66 0.222
H -2.48 0.34 0.97 0.250
H 1.46 -0.35 -0.33 0.252
H -0.36 1.02 -1.90 0.240
H -1.78 1.91 -1.66 0.269
H -0.47 2.88 -2.02 0.281
H 1.33 -4.12 0.31 0.401
H 2.11 -2.71 -0.46 0.386

---

20
Properties=species:S:1:pos:R:3:nbo_charge:R:1 method="wB97M-V/def2-TZVPD" multiplicity=1 e_above_lowest_kcal_mol=68.64 charge=+1
C 1.60 1.56 2.13 -0.142
C 0.31 1.69 1.74 0.292
C 1.37 0.21 0.32 0.120
C -1.49 -0.17 -0.95 -0.191
C -1.03 0.68 0.00 0.157
C -0.63 -2.14 -2.18 0.638
C -0.13 -3.29 -2.83 -0.755
N -0.88 -1.20 -1.55 -0.192
N 0.16 0.83 0.63 -0.435
N 2.19 0.66 1.25 -0.528
N -0.76 2.37 2.27 -0.820
H 2.14 1.99 2.95 0.239
H -2.51 -0.03 -1.27 0.252
H -1.77 1.39 0.34 0.234
H -0.11 -3.15 -3.91 0.297
H -0.75 -4.16 -2.58 0.297
H 0.89 -3.47 -2.48 0.309
H 3.16 0.40 1.29 0.433
H -0.54 2.81 3.16 0.407
H -1.21 3.03 1.65 0.386